[1]
DFT (wB97M-V/def2-TZVPD) results for a molecular structure, C28H33F6MnN3PSbSe2 in a non-equilibrium geometry.

```
75
Properties=species:S:1:pos:R:3:lowdin_charge:R:1
Mn 0.71 0.78 1.31 0.93
Se -2.54 -0.08 3.21 0.70
Se -1.45 1.29 4.68 0.74
C -0.80 2.76 3.62 -0.62
C -0.82 3.99 4.27 -0.09
C -0.40 5.12 3.61 -0.02
C 0.05 4.97 2.30 -0.02
C 0.06 3.71 1.74 -0.11
N -0.34 2.61 2.38 -0.01
C -1.24 -1.50 2.90 -0.62
C -1.38 -2.66 3.65 -0.08
C -0.48 -3.69 3.46 -0.02
C 0.52 -3.52 2.51 -0.02
C 0.57 -2.34 1.80 -0.18
N -0.29 -1.33 1.98 -0.03
H -1.17 4.03 5.29 0.10
H -0.41 6.08 4.09 0.12
H 0.39 5.82 1.72 0.12
H 0.43 3.56 0.73 0.11
H -2.19 -2.73 4.37 0.11
H -0.55 -4.60 4.03 0.12
H 1.24 -4.30 2.32 0.12
H 1.33 -2.20 1.04 0.08
N 2.28 0.39 -0.29 0.06
C 2.47 1.12 -1.53 -0.22
C 3.72 1.05 -2.13 -0.02
C 4.00 1.77 -3.28 -0.06
C 3.03 2.60 -3.81 -0.06
C 1.78 2.66 -3.23 -0.02
C 1.44 1.89 -2.10 -0.11
C 0.07 1.88 -1.57 -0.18
C -0.95 2.44 -2.36 -0.03
C -2.27 2.47 -1.95 -0.05
C -2.64 1.86 -0.77 -0.06
C -1.65 1.27 0.00 -0.19
C -0.30 1.30 -0.33 -0.21
H 3.15 0.51 0.25 0.10
H 2.22 -0.60 -0.51 0.09
H 4.48 0.43 -1.68 0.12
H 4.97 1.70 -3.74 0.11
H 3.23 3.20 -4.68 0.11
H 1.07 3.33 -3.66 0.10
H -0.72 2.86 -3.32 0.11
H -3.00 2.96 -2.57 0.12
H -3.66 1.84 -0.44 0.12
H -1.95 0.76 0.92 -0.01
C 1.14 -4.04 -2.12 -0.21
C -0.29 -3.87 -1.67 -0.43
Sb -0.79 -1.74 -1.33 1.47
C -1.27 -1.05 -3.38 -0.42
C -1.74 -2.12 -4.34 -0.19
C -2.86 -1.96 -0.59 -0.41
C -3.46 -3.33 -0.81 -0.19
H 1.36 -5.09 -2.31 0.07
H 1.84 -3.68 -1.37 0.05
H 1.33 -3.49 -3.04 0.06
H -0.46 -4.38 -0.73 0.04
H -0.98 -4.26 -2.41 0.04
H -0.37 -0.57 -3.76 0.04
H -2.04 -0.29 -3.25 0.04
H -0.98 -2.88 -4.50 0.06
H -1.95 -1.66 -5.31 0.07
H -2.65 -2.60 -4.00 0.06
H -3.44 -1.19 -1.10 0.04
H -2.84 -1.72 0.47 0.01
H -3.50 -3.58 -1.87 0.06
H -4.48 -3.34 -0.43 0.07
H -2.90 -4.11 -0.29 0.06
F 1.17 0.44 3.52 -0.26
P 2.82 0.79 3.50 0.24
F 2.86 -0.36 2.29 -0.20
F 2.57 1.96 4.53 -0.09
F 2.44 1.88 2.23 -0.22
F 3.09 -0.31 4.60 -0.08
F 4.34 1.12 3.26 -0.08
```

As for the charge: +1. Its multiplicity is 5. The calculation puts the HOMO energy (spin up / spin down) at -10.408 / -10.439 eV. For the orbital gap (spin up / spin down), the calculation gives 5.666 / 7.270 eV.



[2]
DFT (wB97M-V/def2-TZVPD) results for a molecular structure, C28H33F6MnN3PSbSe2.

```
75
Properties=species:S:1:pos:R:3:lowdin_charge:R:1
Mn 0.81 -0.40 -0.03 0.88
Se -1.56 -2.36 -1.79 0.75
Se -1.65 -2.59 1.68 0.75
C -0.42 -1.51 2.63 -0.67
C -0.25 -1.81 3.99 -0.09
C 0.60 -1.06 4.76 -0.03
C 1.25 0.03 4.18 -0.03
C 1.05 0.26 2.84 -0.11
N 0.26 -0.50 2.05 -0.03
C -0.35 -1.25 -2.73 -0.66
C -0.22 -1.46 -4.10 -0.09
C 0.69 -0.72 -4.83 -0.03
C 1.45 0.24 -4.18 -0.03
C 1.28 0.40 -2.82 -0.10
N 0.41 -0.34 -2.09 -0.05
H -0.80 -2.64 4.41 0.11
H 0.75 -1.29 5.81 0.12
H 1.90 0.68 4.74 0.12
H 1.53 1.10 2.35 0.10
H -0.85 -2.20 -4.58 0.11
H 0.79 -0.88 -5.89 0.12
H 2.16 0.86 -4.70 0.12
H 1.85 1.14 -2.27 0.11
N 2.92 -0.48 0.21 0.06
C 3.88 0.59 0.03 -0.22
C 5.21 0.21 -0.13 -0.01
C 6.19 1.16 -0.37 -0.05
C 5.82 2.49 -0.48 -0.06
C 4.50 2.86 -0.31 -0.02
C 3.49 1.92 -0.03 -0.12
C 2.09 2.39 0.17 -0.18
C 1.88 3.74 0.51 -0.02
C 0.61 4.28 0.62 -0.05
C -0.51 3.51 0.37 -0.06
C -0.33 2.16 0.08 -0.11
C 0.94 1.61 0.02 -0.17
H 3.15 -1.23 -0.44 0.08
H 3.05 -0.93 1.12 0.12
H 5.47 -0.84 -0.07 0.13
H 7.22 0.86 -0.50 0.12
H 6.56 3.25 -0.70 0.11
H 4.24 3.90 -0.43 0.11
H 2.72 4.37 0.72 0.11
H 0.50 5.33 0.88 0.12
H -1.50 3.93 0.42 0.11
H -1.20 1.55 -0.09 0.04
C -4.97 -2.74 -1.15 -0.19
C -4.71 -1.86 0.06 -0.40
Sb -2.85 -0.83 0.09 1.17
C -3.14 0.56 -1.57 -0.41
C -4.11 1.69 -1.28 -0.16
C -3.09 0.53 1.78 -0.38
C -4.55 0.79 2.13 -0.16
H -5.99 -3.13 -1.11 0.08
H -4.29 -3.60 -1.18 0.06
H -4.86 -2.19 -2.09 0.06
H -4.74 -2.43 0.99 0.05
H -5.46 -1.07 0.15 0.06
H -3.48 -0.11 -2.35 0.04
H -2.17 0.94 -1.88 0.03
H -5.11 1.32 -1.04 0.07
H -4.20 2.34 -2.15 0.08
H -3.77 2.31 -0.44 0.06
H -2.55 1.46 1.59 0.04
H -2.60 0.02 2.61 0.03
H -5.11 1.25 1.31 0.06
H -4.62 1.46 2.98 0.08
H -5.07 -0.13 2.41 0.07
F 1.12 -2.37 -0.10 -0.35
P 2.02 -3.95 -0.12 0.21
F 2.85 -5.27 -0.14 -0.07
F 2.55 -3.48 1.32 -0.13
F 3.23 -3.09 -0.80 -0.16
F 0.73 -4.59 0.54 -0.13
F 1.40 -4.15 -1.57 -0.12
```

As for the charge: +1. Its multiplicity is 5. The calculation puts the HOMO energy (spin up / spin down) at -10.633 / -10.618 eV. For the orbital gap (spin up / spin down), the calculation gives 6.653 / 6.691 eV.



[3]
DFT (wB97M-V/def2-TZVPD) results for a molecular structure, C28H33HgN11OS.

```
75
Properties=species:S:1:pos:R:3:lowdin_charge:R:1
Hg 0.26 -0.33 -0.20 1.09
C 0.92 -3.92 3.26 -0.10
C 0.32 -3.14 2.30 -0.13
N 0.94 -2.08 1.75 0.08
C 2.19 -1.85 2.13 -0.18
C 2.75 -2.61 3.17 -0.06
N 2.13 -3.63 3.73 0.10
C 2.98 -0.80 1.42 -0.21
C 4.33 -0.73 1.66 0.03
C 5.13 0.24 1.00 -0.14
C 4.50 1.06 0.13 0.04
C 3.11 0.96 -0.12 -0.21
N 2.35 0.01 0.53 0.02
C 2.50 1.77 -1.13 -0.22
C 3.14 2.95 -1.63 -0.08
N 2.66 3.67 -2.59 0.08
C 1.48 3.26 -3.14 -0.13
C 0.82 2.18 -2.62 -0.21
N 1.28 1.43 -1.61 0.02
C 6.59 0.30 1.23 -0.16
C 7.30 -0.79 1.74 -0.01
C 8.67 -0.68 1.93 -0.13
N 9.38 0.41 1.65 0.07
C 8.70 1.45 1.17 -0.13
C 7.33 1.44 0.95 -0.01
H 0.41 -4.78 3.67 0.11
H -0.67 -3.38 1.95 0.10
H 3.72 -2.37 3.58 0.11
H 4.78 -1.41 2.36 0.09
H 5.07 1.77 -0.44 0.10
H 4.05 3.30 -1.17 0.11
H 1.08 3.83 -3.96 0.10
H -0.15 1.92 -3.04 0.07
H 6.81 -1.73 1.96 0.11
H 9.22 -1.53 2.31 0.11
H 9.28 2.34 0.96 0.11
H 6.87 2.35 0.58 0.11
C -2.70 -1.38 -0.92 -0.18
C -3.14 0.04 -1.26 -0.20
N -1.99 0.90 -1.46 -0.11
C -2.18 2.30 -1.10 -0.25
C -2.00 2.64 0.40 -0.43
S -1.16 1.45 1.48 0.89
C -2.52 0.32 1.90 -0.44
C -2.31 -1.15 1.51 -0.25
N -1.74 -1.43 0.19 -0.15
H -2.23 -1.84 -1.79 0.10
H -3.59 -1.97 -0.68 0.13
H -3.75 0.44 -0.46 0.11
H -3.79 -0.01 -2.14 0.13
H -1.68 0.84 -2.43 0.08
H -3.17 2.67 -1.40 0.12
H -1.45 2.88 -1.66 0.09
H -2.96 2.85 0.88 0.08
H -1.41 3.55 0.50 0.08
H -3.43 0.74 1.48 0.07
H -2.63 0.35 2.98 0.08
H -3.28 -1.65 1.61 0.13
H -1.65 -1.58 2.25 0.09
H -1.33 -2.36 0.21 0.07
C -0.15 -3.30 -5.68 -0.01
N 0.12 -2.96 -4.30 -0.09
C 0.27 -3.93 -3.22 -0.02
C 0.40 -3.00 -2.02 -0.48
O 0.49 -3.36 -0.87 0.04
N 0.33 -1.69 -2.44 0.12
C 0.15 -1.74 -3.75 -0.41
N 0.00 -0.61 -4.48 0.22
H 0.28 -4.28 -5.89 0.10
H 0.33 -2.59 -6.35 0.09
H -1.22 -3.33 -5.89 0.10
H 1.16 -4.55 -3.34 0.15
H -0.61 -4.57 -3.12 0.14
H 0.42 0.21 -4.07 0.08
H 0.05 -0.66 -5.48 0.10
```

As for the charge: +1. Its multiplicity is 2. The calculation puts the HOMO energy (spin up / spin down) at -7.691 / -10.874 eV. For the orbital gap (spin up / spin down), the calculation gives 5.195 / 8.209 eV.